Entry 1
A cluster of 2 separate species, C4H9S in total. Source: OMol25; level of theory: wB97M-V/def2-TZVPD.

HOMO level ... -2.61 eV
Net charge ... -1
Gap between HOMO and LUMO ... 6.801 eV

Geometry (Å):
1 C -0.822 -0.729 -1.807
2 C 0.545 -0.161 -1.515
3 C 0.749 0.706 -0.525
4 C 2.014 0.921 0.241
5 H -1.548 -0.191 -1.192
6 H -1.127 -0.655 -2.856
7 H -0.837 -1.764 -1.458
8 H 1.401 -0.657 -1.983
9 H -0.151 1.121 -0.077
10 H 2.847 0.348 -0.180
11 H 2.282 1.980 0.294
12 H 1.829 0.547 1.254
13 S -1.165 -0.299 1.746
14 H -2.066 -0.428 2.738

Entry 2
A cluster of 2 separate species, C4H9S in total. Source: OMol25; level of theory: wB97M-V/def2-TZVPD.

HOMO level ... -2.13 eV
Net charge ... -1
Gap between HOMO and LUMO ... 5.779 eV

Geometry (Å):
1 C 0.521 0.076 -2.073
2 S 1.292 -1.480 -1.467
3 H -0.044 0.553 -1.266
4 H -0.164 -0.123 -2.899
5 H 1.270 0.795 -2.415
6 C -1.419 2.035 1.581
7 C -1.384 0.619 2.128
8 C -0.459 -0.230 1.713
9 H -2.272 2.121 0.901
10 H -0.512 2.281 1.036
11 H -1.510 2.739 2.404
12 H -2.181 0.427 2.841
13 H -0.015 -1.091 2.190
14 H 0.000 -0.108 0.732

Entry 3
A cluster of 2 separate species, C4H9S in total. Source: OMol25; level of theory: wB97M-V/def2-TZVPD.

HOMO level ... -2.09 eV
Net charge ... -1
Gap between HOMO and LUMO ... 5.833 eV

Geometry (Å):
1 C 2.444 0.506 0.116
2 S 2.160 2.279 -0.078
3 H 2.274 0.216 1.158
4 H 3.441 0.245 -0.228
5 H 1.746 -0.103 -0.465
6 C -1.256 -1.490 0.009
7 C -1.794 -0.114 -0.259
8 C -1.204 1.028 0.065
9 H -2.089 -2.182 0.121
10 H -0.631 -1.534 0.898
11 H -0.610 -1.849 -0.796
12 H -2.724 -0.096 -0.833
13 H -1.539 2.012 -0.240
14 H -0.218 1.082 0.531

Most favorable structure: entry 1. The second most favorable one is 0.0184 hartree above it.

Entry 1
A cluster of 2 separate species, CH2N2OS in total. Source: OMol25; level of theory: wB97M-V/def2-TZVPD.

SMILES ... [O-][NH+]=S.C#N
HOMO level ... -9.20 eV
Net charge ... 0
Gap between HOMO and LUMO ... 8.530 eV

Geometry (Å):
1 O -1.875 -1.414 1.199
2 N -1.373 -0.560 0.469
3 S -2.150 0.773 -0.119
4 H -0.332 -0.607 0.167
5 C 1.962 0.622 -0.549
6 N 1.286 -0.319 -0.461
7 H 2.482 1.506 -0.706

Entry 2
A cluster of 2 separate species, CH2N2OS in total. Source: OMol25; level of theory: wB97M-V/def2-TZVPD.

SMILES ... N=C=O.N=S
HOMO level (spin up / spin down) ... -9.18 / -9.19 eV
Net charge ... 0
Gap between HOMO and LUMO (spin up / spin down) ... 7.411 / 7.426 eV

Geometry (Å):
1 N -1.961 0.110 -0.189
2 C -2.141 -1.086 -0.168
3 O -2.419 -2.106 0.307
4 H -1.140 0.534 -0.553
5 N 2.534 1.336 0.277
6 S 1.560 0.092 0.180
7 H 3.566 1.119 0.147

Most favorable structure: entry 2. The second most favorable one is 0.0416 hartree above it.

Entry 1
A cluster of 2 separate species, C4H11N4 in total. Source: OMol25; level of theory: wB97M-V/def2-TZVPD.

HOMO level (spin up / spin down) ... -12.46 / -10.03 eV
Net charge ... +1
Gap between HOMO and LUMO (spin up / spin down) ... 9.623 / 4.003 eV

Geometry (Å):
1 C 2.769 1.176 -0.247
2 C -3.189 -0.288 -0.448
3 C 2.965 -0.016 0.407
4 C -4.278 -1.257 -0.041
5 N -2.009 -0.397 -0.115
6 N -0.745 -0.407 -0.091
7 N 3.312 2.403 0.090
8 N 2.147 -1.041 0.105
9 H 1.824 1.225 -0.850
10 H -3.541 0.567 -0.849
11 H 3.630 -0.220 1.137
12 H -4.172 -1.738 0.871
13 H -4.429 -2.048 -0.768
14 H -5.210 -0.782 -0.112
15 H 4.146 2.629 0.677
16 H 2.964 3.315 -0.187
17 H 1.485 -0.876 -0.591
18 H 2.541 -1.956 0.152
19 H -0.212 -0.286 0.860

Entry 2
A structure of composition C4H11N4. Source: OMol25; level of theory: wB97M-V/def2-TZVPD.

HOMO level ... -12.87 eV
Net charge ... +1
Gap between HOMO and LUMO ... 8.114 eV

Geometry (Å):
1 C 1.280 0.348 0.942
2 C -0.015 0.533 1.716
3 C 1.695 0.151 -1.532
4 C -2.236 1.123 0.918
5 N 2.349 0.035 1.493
6 N 0.971 0.645 -0.386
7 N -1.001 0.845 0.696
8 N -0.424 0.731 -0.500
9 H -0.272 -0.379 2.262
10 H 0.076 1.343 2.444
11 H 2.727 0.494 -1.462
12 H 1.675 -0.941 -1.592
13 H 1.256 0.573 -2.435
14 H -2.904 1.356 0.107
15 H -1.135 -2.374 -0.723
16 H -2.612 1.109 1.925
17 H 3.179 -0.084 0.928
18 H -0.799 1.234 -1.299
19 H -0.830 -1.770 -0.330

Entry 3
The ion C4H11N4 with charge +1. Source: OMol25; level of theory: wB97M-V/def2-TZVPD.

SMILES ... C=C(C)C/[N+](N)=N/N
HOMO level ... -13.60 eV
Net charge ... +1
Gap between HOMO and LUMO ... 9.645 eV

Geometry (Å):
1 C -0.299 -0.710 -2.163
2 C -0.755 0.191 -1.266
3 C -2.173 0.286 -0.741
4 C 0.271 1.013 -0.531
5 N 0.726 0.353 0.680
6 N -0.180 0.085 1.749
7 N 1.887 -0.117 0.703
8 N 2.620 -0.648 1.634
9 H 0.725 -0.724 -2.561
10 H -0.989 -1.300 -2.785
11 H -2.355 -0.192 0.278
12 H -2.514 1.272 -0.563
13 H -2.732 -0.357 -1.353
14 H 1.208 1.274 -0.977
15 H -0.098 1.926 -0.045
16 H -1.152 0.296 1.610
17 H 0.043 -0.722 2.341
18 H 2.204 -1.010 2.470
19 H 3.562 -0.913 1.520

Most favorable structure: entry 3. The second most favorable one is 0.0022 hartree above it.

Entry 1
A structure of composition C2H5FSi. Source: OMol25; level of theory: wB97M-V/def2-TZVPD.

HOMO level ... -9.89 eV
Net charge ... 0
Gap between HOMO and LUMO ... 10.446 eV

Geometry (Å):
1 C 1.757 -0.102 -0.409
2 C 0.763 0.652 0.062
3 F -2.425 0.038 -1.015
4 Si -1.519 -0.232 0.363
5 H 2.744 0.270 -0.610
6 H 1.690 -1.204 -0.728
7 H 1.019 1.688 0.557
8 H -1.662 -1.633 0.387
9 H -2.365 0.523 1.392

Entry 2
The molecule C2H5FSi. Source: OMol25; level of theory: wB97M-V/def2-TZVPD.

SMILES ... F/C=C/[SiH3]
HOMO level ... -10.00 eV
Net charge ... 0
Gap between HOMO and LUMO ... 11.049 eV

Geometry (Å):
1 F 3.341 0.052 -0.020
2 C 2.051 0.251 0.228
3 C 1.024 -0.219 -0.438
4 Si -0.723 0.166 0.088
5 H 1.761 1.017 1.183
6 H 1.382 -0.918 -1.302
7 H -1.281 0.296 -1.354
8 H -0.671 1.322 1.183
9 H -1.457 -1.111 0.476

Most favorable structure: entry 1. The second most favorable one is 0.0269 hartree above it.

Entry 1
The molecule C17H30FN3O6S. Source: OMol25; level of theory: wB97M-V/def2-TZVPD.

SMILES ... C[C@@H](CC(=O)N1CC(F)(C(=O)N(CCS(=O)(=O)O)CC(N)=O)C1)CC(C)(C)C
HOMO level ... -9.65 eV
Net charge ... 0
Gap between HOMO and LUMO ... 9.840 eV

Geometry (Å):
1 C -2.615 -3.329 2.844
2 C -2.335 -2.619 1.523
3 C -3.153 -1.320 1.462
4 C -3.082 -0.700 0.084
5 O -3.575 -1.225 -0.900
6 N -2.392 0.457 -0.024
7 C -1.627 1.304 0.885
8 C -1.201 2.141 -0.347
9 F -1.696 3.427 -0.284
10 C 0.299 2.114 -0.585
11 O 0.868 1.043 -0.449
12 N 0.988 3.283 -0.759
13 C 2.432 3.163 -0.544
14 C 3.148 2.477 -1.706
15 S 4.907 2.485 -1.495
16 O 5.504 1.732 -2.553
17 O 5.316 3.816 -1.191
18 O 5.077 1.645 -0.147
19 C 0.649 4.424 -1.621
20 C -0.617 4.384 -2.466
21 N -0.783 3.262 -3.223
22 O -1.355 5.338 -2.521
23 C -2.052 1.199 -1.225
24 C -0.857 -2.281 1.278
25 C 0.174 -3.418 1.115
26 C 0.654 -3.966 2.463
27 C 1.389 -2.819 0.398
28 C -0.393 -4.552 0.261
29 H -2.169 -2.790 3.684
30 H -3.690 -3.396 3.021
31 H -2.223 -4.345 2.851
32 H -2.693 -3.247 0.704
33 H -4.206 -1.534 1.655
34 H -2.807 -0.625 2.233
35 H -2.229 1.883 1.587
36 H -0.804 0.796 1.386
37 H 2.832 4.166 -0.399
38 H 2.601 2.596 0.369
39 H 2.836 1.439 -1.806
40 H 2.990 2.995 -2.655
41 H 5.318 0.737 -0.380
42 H 0.570 5.325 -1.014
43 H 1.476 4.574 -2.322
44 H -0.078 2.549 -3.283
45 H -1.546 3.246 -3.878
46 H -1.496 0.615 -1.960
47 H -2.896 1.705 -1.696
48 H -0.812 -1.687 0.359
49 H -0.511 -1.617 2.082
50 H -0.140 -4.448 3.029
51 H 1.442 -4.706 2.307
52 H 1.068 -3.165 3.080
53 H 1.123 -2.475 -0.603
54 H 1.785 -1.963 0.951
55 H 2.188 -3.558 0.303
56 H -0.774 -4.175 -0.691
57 H 0.383 -5.290 0.046
58 H -1.210 -5.071 0.767

Entry 2
The molecule C17H30FN3O6S. Source: OMol25; level of theory: wB97M-V/def2-TZVPD.

SMILES ... C[C@@H](CC(=O)N1CC(F)(C(=O)N(CCS(=O)(=O)O)CC(N)=O)C1)CC(C)(C)C
HOMO level ... -9.74 eV
Net charge ... 0
Gap between HOMO and LUMO ... 9.963 eV

Geometry (Å):
1 C -0.595 4.792 0.049
2 C 0.306 3.597 -0.258
3 C 1.207 3.307 0.954
4 C 2.252 2.278 0.590
5 O 3.135 2.498 -0.220
6 N 2.125 1.057 1.161
7 C 1.217 0.441 2.121
8 C 1.721 -0.926 1.593
9 F 2.174 -1.809 2.558
10 C 0.686 -1.600 0.683
11 O 0.786 -1.509 -0.527
12 N -0.387 -2.188 1.271
13 C -1.407 -2.726 0.370
14 C -0.944 -3.981 -0.364
15 S -2.095 -4.424 -1.631
16 O -1.583 -5.544 -2.358
17 O -3.408 -4.423 -1.072
18 O -2.044 -3.150 -2.597
19 C -0.523 -2.413 2.699
20 C 0.033 -3.766 3.149
21 N 0.752 -3.762 4.294
22 O -0.240 -4.777 2.533
23 C 2.822 -0.181 0.828
24 C -0.509 2.355 -0.672
25 C -0.548 2.026 -2.176
26 C -1.063 3.219 -2.984
27 C -1.494 0.841 -2.372
28 C 0.844 1.620 -2.666
29 H -1.233 4.581 0.911
30 H -0.010 5.686 0.273
31 H -1.246 5.018 -0.796
32 H 0.978 3.872 -1.074
33 H 1.736 4.215 1.248
34 H 0.595 2.985 1.802
35 H 1.512 0.608 3.162
36 H 0.156 0.653 1.988
37 H -2.293 -2.949 0.961
38 H -1.659 -1.953 -0.354
39 H 0.017 -3.824 -0.852
40 H -0.881 -4.838 0.304
41 H -1.378 -3.304 -3.282
42 H -0.090 -1.589 3.263
43 H -1.590 -2.429 2.928
44 H 1.175 -2.915 4.626
45 H 1.153 -4.638 4.589
46 H 2.905 -0.391 -0.235
47 H 3.789 -0.270 1.329
48 H -0.124 1.464 -0.169
49 H -1.541 2.478 -0.320
50 H -0.405 4.086 -2.893
51 H -1.120 2.962 -4.044
52 H -2.064 3.513 -2.657
53 H -1.127 -0.035 -1.830
54 H -2.502 1.073 -2.020
55 H -1.563 0.570 -3.428
56 H 1.191 0.727 -2.138
57 H 0.814 1.390 -3.734
58 H 1.586 2.404 -2.513

Most favorable structure: entry 2. The second most favorable one is 0.0166 hartree above it.